{
  "formula": "C8H20Cl6O8P2",
  "method": "ωB97M-V/def2-TZVPD",
  "symbols": ["C", "O", "P", "O", "O", "C", "O", "C", "H", "H", "H", "H", "H", "H", "H", "H", "H", "C", "O", "P", "O", "O", "C", "O", "C", "H", "H", "H", "H", "H", "H", "H", "H", "H", "C", "Cl", "Cl", "Cl", "H", "C", "Cl", "Cl", "Cl", "H"],
  "coordinates": [[1.32300, -1.48355, -3.33240], [1.07971, -1.36613, -1.92185], [-0.41786, -1.55642, -1.29565], [-0.61376, -1.15528, 0.09249], [-1.45954, -0.79681, -2.32626], [-1.53775, 0.58686, -2.35106], [-0.72122, -3.12279, -1.63072], [-1.88786, -3.73626, -1.16131], [0.47364, -0.96574, -3.77801], [1.29990, -2.48435, -3.76364], [2.21633, -0.91216, -3.58460], [-2.53936, 0.84925, -2.69171], [-0.77009, 1.14100, -2.89119], [-1.49930, 0.95114, -1.32446], [-2.62167, -3.08100, -0.69202], [-1.68802, -4.60033, -0.52763], [-2.39123, -4.18643, -2.01692], [-0.60275, 0.68173, 0.73496], [-1.51586, 1.50855, 1.43070], [-1.46532, 1.52227, 3.07646], [-2.37317, 2.51136, 3.78707], [0.13993, 1.56921, 3.45256], [0.52903, 1.34036, 4.82551], [-1.74426, -0.05991, 3.54082], [-3.06333, -0.34911, 4.04832], [-0.31081, -0.19197, 1.31764], [0.35749, 1.18840, 0.63829], [-0.99915, 0.54063, -0.27057], [-0.24015, 1.17690, 5.58033], [1.09460, 2.23370, 5.09042], [1.17693, 0.48471, 5.01580], [-3.77801, -0.73844, 3.32323], [-3.63934, 0.47203, 4.47496], [-3.01939, -1.04767, 4.88388], [4.39536, 0.57444, -2.91405], [2.74241, -0.07248, -2.53652], [5.24409, 0.94760, -1.37527], [4.37892, 2.08309, -3.96139], [4.92695, -0.18428, -3.48837], [1.98963, 1.86111, -1.10585], [2.62401, 3.26334, -2.11975], [0.74074, 0.84836, -1.85481], [1.28387, 2.46756, 0.46045], [2.88269, 1.28750, -0.85785]],
  "lowdin_charge": [-0.267, -0.502, 0.525, -0.245, -0.195, -0.271, -0.203, -0.125, 0.089, 0.111, -0.121, 0.115, 0.022, 0.043, 0.092, 0.091, 0.088, -0.353, -0.185, 0.569, -0.277, -0.252, -0.104, -0.236, -0.127, 0.092, -0.163, 0.007, 0.085, 0.087, 0.084, 0.081, 0.072, 0.081, -1.222, 0.760, 0.555, 0.446, 0.028, -1.230, 0.507, 0.781, 0.731, -0.063],
  "molar_mass_g_mol": 518.91,
  "charge": 0,
  "energy_ha": -4362.184915,
  "gap_ev": 8.1
}

***

{
  "formula": "C2H3ClFN",
  "method": "ωB97M-V/def2-TZVPD",
  "symbols": ["C", "C", "N", "F", "Cl", "H", "H", "H"],
  "coordinates": [[-0.73262, -0.28578, -0.43347], [0.26886, 0.62112, -0.22854], [2.25752, 0.92871, 0.19298], [-0.06806, 1.86001, -0.20631], [3.28193, -0.40929, -0.12154], [-0.77112, -1.34630, -0.67408], [-1.69220, 0.04953, -0.30595], [2.08061, 0.98196, 1.16248]],
  "lowdin_charge": [0.048, -0.208, -0.422, 0.063, 0.470, 0.059, 0.024, -0.033],
  "molar_mass_g_mol": 95.50,
  "charge": 0,
  "energy_ha": -692.636075,
  "gap_ev": 9.3
}

***

{
  "formula": "C25H74B3FNO14P",
  "method": "ωB97M-V/def2-TZVPD",
  "symbols": ["C", "C", "C", "N", "B", "O", "B", "C", "C", "F", "O", "B", "P", "O", "O", "H", "H", "H", "H", "H", "H", "H", "H", "H", "H", "H", "H", "H", "H", "C", "C", "O", "H", "H", "H", "H", "H", "H", "C", "C", "O", "H", "H", "H", "H", "H", "H", "C", "C", "O", "H", "H", "H", "H", "H", "H", "C", "C", "O", "H", "H", "H", "H", "H", "H", "C", "C", "O", "H", "H", "H", "H", "H", "H", "C", "C", "O", "H", "H", "H", "H", "H", "H", "C", "C", "O", "H", "H", "H", "H", "H", "H", "C", "C", "O", "H", "H", "H", "H", "H", "H", "C", "C", "O", "H", "H", "H", "H", "H", "H", "C", "C", "O", "H", "H", "H", "H", "H", "H"],
  "coordinates": [[-0.59929, 0.24602, 0.94438], [0.28439, 0.66516, -0.27708], [-0.46984, 1.56777, -1.30716], [-1.42782, 0.84610, -2.17348], [-2.81021, 0.98272, -1.73257], [-3.58983, -0.03473, -1.13650], [-4.88472, 0.38487, -0.77132], [-6.03691, -0.73102, -0.59478], [-6.78000, -0.60427, 0.76673], [-6.49765, -1.68091, 1.62051], [-5.25850, 1.72585, -0.49793], [-4.22952, 2.61909, -0.85898], [-4.05658, 4.23324, 0.17366], [-3.21078, 3.93615, 1.41685], [-3.41873, 2.26909, -1.95141], [-1.36032, -0.50659, 0.67009], [0.05067, -0.20999, 1.72158], [-1.03785, 1.14680, 1.41724], [0.77347, -0.21818, -0.72947], [1.11059, 1.28265, 0.13723], [0.30589, 1.98752, -1.98454], [-0.92136, 2.42699, -0.77845], [-1.16311, -0.11966, -2.33102], [-5.52914, -1.71731, -0.59390], [-6.73867, -0.71733, -1.44972], [-6.53177, 0.32558, 1.31116], [-7.87517, -0.60352, 0.61478], [-5.37005, 4.63334, 0.54511], [-3.49808, 5.26929, -0.64248], [3.39447, 2.02935, -4.72209], [2.53464, 1.34042, -3.67924], [2.91684, 1.75031, -2.37135], [4.44840, 1.79570, -4.56207], [3.11379, 1.71765, -5.73015], [3.29211, 3.11539, -4.65080], [2.65467, 0.25862, -3.74054], [1.47551, 1.57774, -3.82904], [2.80069, 2.70268, -2.31887], [-2.94175, 1.49400, -6.93280], [-3.41273, 0.35020, -6.05466], [-2.35259, -0.12403, -5.23128], [-2.11016, 1.17348, -7.56260], [-3.74919, 1.85559, -7.57296], [-2.58063, 2.32560, -6.32226], [-3.75299, -0.48541, -6.66658], [-4.24302, 0.67002, -5.41512], [-2.05784, 0.61171, -4.68068], [4.10496, 3.53020, 3.06868], [3.18232, 3.13922, 1.93017], [2.84148, 1.75730, 2.00813], [5.01649, 2.93039, 3.04367], [4.37596, 4.58601, 3.00795], [3.62686, 3.34594, 4.03446], [3.67104, 3.30394, 0.96917], [2.26110, 3.73190, 1.95560], [2.40141, 1.61449, 2.85019], [-10.37580, -1.66983, 3.31295], [-9.87038, -0.25560, 3.10082], [-9.89381, 0.08683, 1.71943], [-9.76458, -2.38043, 2.75370], [-10.35167, -1.94080, 4.37059], [-11.40159, -1.77114, 2.94904], [-8.83949, -0.16386, 3.44628], [-10.48495, 0.46298, 3.65424], [-10.80698, 0.01627, 1.41527], [-5.71766, 0.43721, 5.35076], [-5.10293, 1.10153, 4.13307], [-4.26129, 0.19222, 3.43332], [-4.93717, 0.07621, 6.02264], [-6.35778, 1.13390, 5.89663], [-6.31513, -0.43014, 5.05691], [-4.49117, 1.95325, 4.42980], [-5.88404, 1.45898, 3.45190], [-4.80510, -0.55594, 3.16145], [7.46237, 0.98834, 1.66561], [7.89229, 2.44235, 1.64244], [7.96332, 2.95798, 2.96921], [6.48792, 0.88653, 2.14893], [7.39722, 0.58315, 0.65310], [8.16974, 0.38504, 2.23881], [7.17220, 3.04489, 1.08708], [8.87339, 2.55147, 1.16752], [8.60460, 2.42850, 3.45019], [10.09725, -2.73342, 0.78468], [10.62344, -1.94825, 1.96870], [9.54834, -1.34065, 2.68498], [9.53598, -2.08029, 0.11326], [10.91179, -3.19340, 0.22879], [9.41210, -3.51793, 1.11483], [11.28971, -1.15242, 1.63447], [11.17885, -2.60040, 2.65051], [8.96709, -2.04340, 2.98705], [6.00854, -3.01515, -2.47172], [7.41391, -2.47991, -2.27379], [8.37063, -3.52458, -2.44305], [5.80232, -3.81691, -1.76079], [5.26599, -2.22605, -2.33748], [5.89342, -3.43711, -3.47385], [7.53291, -2.07977, -1.26701], [7.63139, -1.68093, -2.99050], [8.26819, -3.86688, -3.33441], [11.08499, -7.40909, -0.60917], [11.50755, -5.95225, -0.60058], [11.57673, -5.45303, 0.73334], [10.11266, -7.52664, -0.12805], [11.02160, -7.79286, -1.62925], [11.79677, -8.02154, -0.04911], [10.78397, -5.34187, -1.14227], [12.48672, -5.83019, -1.07597], [12.22097, -5.98270, 1.21012], [-14.99555, 1.05338, 0.54178], [-13.58497, 1.59171, 0.68410], [-12.62542, 0.55748, 0.46969], [-15.16947, 0.24545, 1.25432], [-15.73338, 1.83896, 0.71357], [-15.15229, 0.63938, -0.45769], [-13.42576, 1.98463, 1.68797], [-13.40288, 2.39725, -0.03394], [-12.75652, 0.21630, -0.41867]],
  "lowdin_charge": [-0.091, -0.218, -0.192, 0.123, -0.594, 0.283, -0.450, -0.017, -0.190, -0.075, 0.227, -0.551, 0.773, -0.486, 0.224, 0.069, 0.070, 0.081, 0.111, 0.088, 0.085, 0.126, 0.125, 0.117, 0.115, 0.108, 0.103, 0.010, 0.009, -0.092, -0.326, -0.090, 0.075, 0.074, 0.073, 0.114, 0.097, 0.079, -0.094, -0.321, -0.090, 0.075, 0.072, 0.072, 0.111, 0.106, 0.054, -0.084, -0.320, -0.092, 0.060, 0.078, 0.075, 0.107, 0.108, 0.080, -0.087, -0.313, -0.101, 0.075, 0.073, 0.072, 0.100, 0.108, 0.042, -0.093, -0.321, -0.084, 0.075, 0.073, 0.067, 0.114, 0.099, 0.061, -0.085, -0.321, -0.090, 0.071, 0.072, 0.046, 0.105, 0.106, 0.078, -0.092, -0.301, -0.103, 0.064, 0.060, 0.082, 0.113, 0.108, 0.083, -0.091, -0.320, -0.094, 0.077, 0.072, 0.071, 0.097, 0.109, 0.075, -0.093, -0.315, -0.100, 0.077, 0.073, 0.071, 0.105, 0.110, 0.081, -0.092, -0.304, -0.092, 0.077, 0.075, 0.073, 0.115, 0.111, 0.089],
  "molar_mass_g_mol": 695.27,
  "charge": 0,
  "energy_ha": -2620.991326,
  "smiles": "CCCNB1OB(CCF)OB([PH2]=O)O1.CCO.CCO.CCO.CCO.CCO.CCO.CCO.CCO.CCO.CCO",
  "gap_ev": 9.5
}

***

{
  "formula": "C35H32As2ClO3Sn",
  "method": "ωB97M-V/def2-TZVPD",
  "symbols": ["Sn", "C", "C", "As", "C", "C", "C", "C", "C", "C", "C", "C", "C", "C", "C", "C", "As", "C", "C", "C", "C", "C", "C", "C", "C", "C", "C", "C", "C", "H", "H", "H", "H", "H", "H", "H", "H", "H", "H", "H", "H", "H", "H", "H", "H", "H", "H", "H", "H", "H", "H", "H", "H", "C", "C", "C", "C", "Cl", "C", "C", "C", "O", "C", "C", "O", "O", "H", "H", "H", "H", "H", "H", "H", "H"],
  "coordinates": [[0.70544, 0.47820, 2.09817], [-1.67665, 0.98840, -0.76227], [-2.44755, 0.31910, 0.34614], [-2.28724, -1.61376, 0.86197], [-0.57052, -2.11027, -0.00799], [-0.35131, -2.12242, -1.37694], [0.89406, -2.56582, -1.83570], [1.82933, -3.16841, -1.01730], [1.55123, -3.23033, 0.35793], [0.36973, -2.73622, 0.86331], [-3.37129, -2.35158, -0.61360], [-3.10934, -3.65244, -0.94300], [-3.93232, -4.30117, -1.92608], [-4.92508, -3.59375, -2.58261], [-5.26727, -2.34739, -2.09710], [-4.49279, -1.64189, -1.16119], [-0.49908, 2.58319, -0.22853], [0.38816, 3.10928, -1.97359], [-0.32806, 3.76856, -2.98283], [0.28786, 4.54750, -3.97283], [1.72048, 4.73270, -3.89569], [2.45499, 4.11356, -2.92122], [1.85953, 3.24979, -1.99635], [-1.95600, 3.94375, -0.21736], [-3.32453, 3.68758, -0.12038], [-4.26781, 4.62708, -0.51211], [-3.88040, 5.90096, -0.87348], [-2.52331, 6.22267, -0.89625], [-1.58317, 5.22781, -0.61099], [-2.29404, 1.25549, -1.59026], [-0.91277, 0.30505, -1.07669], [-3.47193, 0.57431, 0.19456], [-2.23659, 0.79215, 1.34668], [-1.17941, -1.95310, -2.08107], [1.14470, -2.44458, -2.87458], [2.77622, -3.51077, -1.46860], [2.17782, -3.78755, 1.01399], [0.05977, -2.88422, 1.88111], [-2.21742, -4.18076, -0.56650], [-3.75015, -5.38868, -2.11563], [-5.58781, -4.09275, -3.32660], [-6.29318, -1.98438, -2.35418], [-4.83901, -0.65234, -0.88221], [-1.39703, 3.65123, -2.98946], [-0.23289, 4.81679, -4.90928], [2.18934, 5.29769, -4.63931], [3.57199, 4.15571, -2.96006], [2.44612, 2.55448, -1.32473], [-3.74010, 2.75568, 0.20361], [-5.31487, 4.39328, -0.40712], [-4.60093, 6.61536, -1.17932], [-2.19410, 7.20064, -1.23324], [-0.50607, 5.47544, -0.59841], [1.84221, -1.75138, 4.94282], [2.92220, -2.50910, 4.16749], [3.05723, -3.92842, 4.26426], [3.95171, -4.53526, 3.37471], [4.06727, -6.21875, 3.20081], [4.91171, -3.79005, 2.65729], [4.87134, -2.40823, 2.60947], [3.82337, -1.78302, 3.34842], [3.65000, -0.42639, 3.31656], [4.27512, 0.33606, 2.19671], [3.52822, 0.04003, 0.91106], [3.97398, -0.71332, 0.01095], [2.35793, 0.71103, 0.88439], [2.23310, -1.02962, 5.61605], [1.17828, -2.52438, 5.42152], [1.26181, -1.18708, 4.20961], [2.45601, -4.51089, 4.99199], [5.58031, -4.37970, 2.02663], [5.67223, -1.84850, 2.13594], [5.39772, 0.11618, 2.12142], [4.12347, 1.31198, 2.52703]],
  "lowdin_charge": [1.410, -0.423, -0.521, 1.292, -0.458, -0.112, -0.057, -0.045, -0.072, -0.179, -0.431, -0.140, -0.063, -0.102, -0.102, -0.083, 1.273, -0.345, -0.146, -0.039, -0.067, -0.110, -0.092, -0.388, -0.105, -0.076, -0.069, -0.057, -0.145, 0.068, 0.009, 0.022, 0.012, 0.123, 0.110, 0.128, 0.094, 0.074, 0.109, 0.120, 0.122, 0.122, 0.088, 0.099, 0.115, 0.086, 0.124, 0.099, 0.081, 0.109, 0.099, 0.111, 0.113, -0.033, -0.184, -0.041, -0.717, 0.717, -0.106, 0.005, -0.239, -0.094, -0.055, -0.518, 0.091, -0.385, 0.075, 0.108, -0.028, 0.127, 0.109, 0.114, 0.157, 0.107],
  "molar_mass_g_mol": 804.65,
  "charge": 1,
  "energy_ha": -6724.323452,
  "gap_ev": 5.9
}

***

{
  "formula": "C3H9NO2S",
  "method": "ωB97M-V/def2-TZVPD",
  "symbols": ["O", "C", "N", "C", "C", "S", "H", "H", "H", "H", "H", "H", "H", "O", "H", "H"],
  "coordinates": [[1.81249, -1.05979, -1.53817], [1.15127, -0.14520, -1.08030], [1.38557, 0.33988, 0.18490], [0.62484, 1.55210, 0.65218], [-0.36405, 1.08111, 1.69366], [-1.95980, 0.61645, 0.88801], [0.24048, 0.20334, -1.56264], [2.06204, 0.03966, 0.85916], [0.25692, 1.88162, -0.31633], [1.26449, 2.31785, 1.10736], [-0.63798, 1.90451, 2.36096], [0.03932, 0.37380, 2.42478], [-1.95987, -0.69266, 0.71378], [-1.61853, -2.74459, -1.83446], [-1.59289, -3.26282, -2.63960], [-0.70429, -2.40524, -1.91328]],
  "lowdin_charge": [0.001, -0.358, 0.021, -0.268, -0.527, 0.709, 0.125, 0.134, 0.094, 0.115, 0.058, 0.084, -0.174, -0.071, 0.029, 0.028],
  "molar_mass_g_mol": 123.18,
  "charge": 0,
  "energy_ha": -723.106743,
  "smiles": "O=CNCCS.O",
  "gap_ev": 10.1
}

***

> Number 5 is which compound?

C3H9NO2S